The following is a DFT calculation (the ωB97M-V functional and the def2-TZVPD basis) of 7 unconnected molecules or ions with the total composition C5H22NO8.

```
36
Properties=species:S:1:pos:R:3
C 0.93 1.49 -0.23
C 2.00 0.76 0.58
C 1.93 -0.78 0.50
O 1.52 -1.37 1.73
C -0.49 1.25 0.25
N -0.98 1.69 1.35
C -0.17 2.51 2.23
O -1.25 0.55 -0.57
H 1.14 2.56 -0.23
H 1.01 1.21 -1.28
H 2.98 1.10 0.26
H 1.91 1.00 1.63
H 1.25 -1.11 -0.30
H 2.91 -1.20 0.27
H -2.67 0.39 1.77
H 0.55 3.15 1.71
H 0.36 1.91 2.97
H -0.85 3.15 2.80
H -2.53 2.18 -2.79
H -1.49 1.27 -2.15
O -1.72 1.70 -3.01
H 0.57 -1.58 1.67
H -1.40 -2.64 2.49
O -1.13 -2.26 1.65
H 1.50 -0.92 -2.72
H 2.88 -0.71 -2.09
O 2.44 -0.75 -2.94
H -2.54 -0.10 0.39
H -1.80 -1.55 1.47
O -3.01 -0.34 1.22
H -0.56 -0.54 -1.50
H -0.74 -1.01 -2.97
O -0.22 -1.21 -2.18
H -0.54 -2.88 -1.31
H -0.97 -3.29 0.10
O -0.80 -3.65 -0.78
```

Values from the calculation:
* gap between HOMO and LUMO: 8.9 eV
* lowest unoccupied orbital energy: 3.3 eV
* net charge: -1
* spin multiplicity: 1
* E_tot: -23415.4250 eV